Entry 1:
{"formula": "C42H70O22", "method": "ωB97M-V with the def2-TZVPD basis set", "smiles": "COC(=O)OC.COC(=O)OC.O=C1CCCO1.O=C1CCCO1.O=C1CCCO1.O=C1CCCO1.O=C1CCCO1.O=C1CCCO1.O=C1CCCO1.C1CCOC1.C1CCOC1", "fmax_ev_per_a": 3.6, "homo_energy_ha": -0.343, "energy_ha": -3297.52309, "elements": ["C", "O", "C", "O", "O", "C", "H", "H", "H", "H", "H", "H", "C", "O", "C", "O", "O", "C", "H", "H", "H", "H", "H", "H", "O", "C", "C", "C", "C", "O", "H", "H", "H", "H", "H", "H", "O", "C", "C", "C", "C", "O", "H", "H", "H", "H", "H", "H", "O", "C", "C", "C", "C", "O", "H", "H", "H", "H", "H", "H", "O", "C", "C", "C", "C", "O", "H", "H", "H", "H", "H", "H", "O", "C", "C", "C", "C", "O", "H", "H", "H", "H", "H", "H", "O", "C", "C", "C", "C", "O", "H", "H", "H", "H", "H", "H", "O", "C", "C", "C", "C", "O", "H", "H", "H", "H", "H", "H", "C", "C", "C", "O", "C", "H", "H", "H", "H", "H", "H", "H", "H", "C", "C", "C", "O", "C", "H", "H", "H", "H", "H", "H", "H", "H"], "xyz": [[-0.275, -0.932, 4.432], [-1.271, 0.045, 4.714], [-1.347, 0.427, 6.000], [-0.882, -0.210, 6.911], [-2.023, 1.555, 6.055], [-2.379, 2.118, 7.300], [-0.131, -0.906, 3.355], [-0.643, -1.946, 4.614], [0.650, -0.872, 5.000], [-1.840, 3.008, 7.617], [-2.320, 1.349, 8.072], [-3.431, 2.409, 7.315], [-0.143, -2.035, -0.416], [-0.135, -0.616, -0.585], [0.642, 0.068, 0.252], [1.286, -0.356, 1.173], [0.550, 1.341, -0.126], [1.253, 2.368, 0.575], [0.347, -2.604, -1.201], [-1.184, -2.353, -0.355], [0.226, -2.320, 0.569], [1.077, 2.234, 1.640], [0.844, 3.326, 0.270], [2.309, 2.258, 0.328], [1.291, 4.182, -4.540], [1.488, 5.000, -3.678], [1.177, 4.742, -2.201], [1.718, 5.969, -1.459], [2.673, 6.574, -2.497], [2.280, 6.057, -3.751], [0.089, 4.858, -2.161], [1.535, 3.819, -1.758], [0.922, 6.624, -1.110], [2.250, 5.600, -0.582], [2.680, 7.660, -2.458], [3.659, 6.196, -2.223], [5.118, 1.114, 6.109], [4.865, 1.523, 5.012], [5.829, 1.497, 3.853], [4.981, 1.783, 2.629], [3.645, 2.332, 3.231], [3.691, 2.043, 4.631], [6.598, 2.237, 4.075], [6.299, 0.515, 3.836], [5.533, 2.337, 1.868], [4.670, 0.939, 2.006], [3.460, 3.387, 3.027], [2.780, 1.769, 2.885], [-2.491, -0.633, -2.882], [-1.627, 0.148, -3.157], [-0.089, -0.032, -3.008], [0.432, 1.364, -3.246], [-0.704, 2.104, -3.941], [-1.887, 1.332, -3.764], [0.090, -0.462, -2.026], [0.115, -0.710, -3.838], [0.798, 1.904, -2.373], [1.317, 1.312, -3.885], [-0.747, 3.146, -3.641], [-0.506, 2.111, -5.016], [4.259, 3.582, -0.544], [4.510, 3.008, -1.572], [4.996, 1.620, -1.712], [4.992, 1.348, -3.220], [4.795, 2.744, -3.794], [4.262, 3.586, -2.756], [5.989, 1.622, -1.253], [4.333, 1.004, -1.106], [5.722, 0.745, -3.754], [4.081, 0.786, -3.462], [5.814, 3.090, -4.002], [4.239, 2.805, -4.724], [-0.402, 3.756, 3.084], [-1.587, 3.879, 3.194], [-2.664, 3.774, 2.138], [-3.910, 3.612, 3.012], [-3.530, 4.366, 4.279], [-2.081, 4.413, 4.359], [-2.754, 4.685, 1.543], [-2.381, 3.019, 1.407], [-4.813, 4.100, 2.639], [-4.186, 2.566, 3.135], [-3.957, 5.367, 4.268], [-4.006, 3.786, 5.071], [-2.013, -4.576, -1.321], [-2.971, -4.273, -1.962], [-2.967, -3.325, -3.151], [-4.405, -3.280, -3.668], [-5.169, -4.069, -2.576], [-4.268, -4.496, -1.584], [-2.710, -2.372, -2.680], [-2.210, -3.517, -3.906], [-4.808, -2.278, -3.791], [-4.567, -3.790, -4.618], [-5.837, -3.310, -2.156], [-5.778, -4.900, -2.927], [2.416, -5.091, -5.235], [2.137, -5.515, -4.160], [1.230, -4.934, -3.116], [0.965, -6.191, -2.236], [2.246, -6.997, -2.411], [2.750, -6.680, -3.704], [1.886, -4.182, -2.670], [0.374, -4.491, -3.613], [0.772, -5.818, -1.235], [0.122, -6.737, -2.654], [3.015, -6.649, -1.712], [2.070, -8.061, -2.264], [-5.570, 0.707, -2.130], [-4.212, 1.391, -2.275], [-3.340, 0.689, -1.231], [-4.089, -0.427, -0.809], [-5.505, -0.075, -0.860], [-5.756, 0.010, -2.949], [-6.361, 1.460, -2.167], [-4.278, 2.476, -2.166], [-3.774, 1.275, -3.268], [-3.147, 1.388, -0.404], [-2.357, 0.509, -1.664], [-5.677, 0.525, 0.040], [-5.991, -1.045, -0.825], [0.361, -6.531, 2.126], [0.157, -6.387, 3.618], [-0.049, -4.862, 3.822], [0.266, -4.228, 2.619], [-0.019, -5.148, 1.583], [-0.310, -7.301, 1.741], [1.381, -6.768, 1.830], [1.004, -6.734, 4.222], [-0.615, -6.960, 4.135], [0.362, -4.479, 4.755], [-1.140, -4.773, 3.972], [0.598, -4.964, 0.704], [-1.053, -5.175, 1.226]]}

=====

Entry 2:
{"formula": "C31H37O7P", "method": "ωB97M-V with the def2-TZVPD basis set", "e_above_lowest_kj_mol": 155.8, "fmax_ev_per_a": 3.9, "homo_energy_ha": -0.252, "energy_ha": -2071.39529, "elements": ["C", "C", "O", "P", "C", "C", "O", "O", "C", "C", "O", "O", "C", "C", "H", "H", "H", "H", "H", "H", "H", "H", "H", "H", "H", "H", "H", "H", "H", "H", "C", "O", "C", "C", "C", "C", "C", "C", "C", "C", "C", "C", "C", "C", "C", "C", "C", "C", "C", "O", "C", "C", "C", "C", "C", "H", "H", "H", "H", "H", "H", "H", "H", "H", "H", "H", "H", "H", "H", "H", "H", "H", "H", "H", "H", "H"], "xyz": [[-1.880, 0.540, 3.420], [-0.993, 1.137, 2.334], [-1.763, 1.180, 1.083], [-1.504, 2.257, -0.115], [0.056, 2.935, 0.340], [1.023, 3.699, -0.455], [0.944, 4.904, -0.722], [2.125, 2.953, -0.809], [3.221, 3.605, -1.472], [2.868, 4.115, -2.857], [-1.513, 1.623, -1.479], [-2.779, 3.249, -0.019], [-3.516, 3.602, -1.233], [-4.944, 3.922, -0.857], [-1.257, 0.032, 4.170], [-2.416, 1.357, 3.923], [-2.622, -0.154, 3.007], [-0.716, 2.162, 2.605], [-0.051, 0.582, 2.180], [-0.184, 3.589, 1.196], [3.520, 4.453, -0.840], [4.042, 2.871, -1.518], [3.740, 4.114, -3.526], [2.058, 3.525, -3.317], [2.532, 5.144, -2.710], [-3.028, 4.461, -1.711], [-3.502, 2.766, -1.948], [-5.552, 4.189, -1.732], [-5.409, 3.052, -0.374], [-4.974, 4.763, -0.153], [1.329, -4.065, 6.527], [2.252, -3.686, 5.483], [1.794, -3.244, 4.283], [2.746, -2.635, 3.433], [2.388, -2.192, 2.177], [1.038, -2.236, 1.740], [0.578, -1.586, 0.491], [1.206, -0.378, 0.093], [1.135, 0.464, -1.022], [2.176, 0.455, -2.038], [1.892, 0.758, -3.404], [2.925, 0.767, -4.337], [4.253, 0.526, -3.960], [4.529, 0.139, -2.646], [3.504, 0.115, -1.708], [-0.525, -2.210, -0.266], [-0.875, -3.589, -0.144], [-1.916, -4.143, -0.846], [-2.779, -3.317, -1.618], [-3.868, -3.898, -2.190], [-4.869, -3.075, -2.851], [-2.536, -1.927, -1.641], [-1.404, -1.423, -1.021], [0.103, -2.830, 2.614], [0.459, -3.344, 3.849], [1.971, -4.260, 7.387], [0.617, -3.263, 6.753], [0.775, -4.969, 6.255], [3.764, -2.546, 3.796], [3.146, -1.798, 1.497], [1.991, -0.067, 0.802], [0.274, 1.084, -1.288], [0.846, 0.946, -3.669], [2.676, 0.989, -5.373], [5.051, 0.602, -4.694], [5.541, -0.142, -2.359], [3.715, -0.181, -0.672], [-0.281, -4.242, 0.501], [-2.113, -5.216, -0.828], [-5.594, -3.806, -3.216], [-5.347, -2.384, -2.145], [-4.441, -2.514, -3.693], [-3.214, -1.240, -2.155], [-1.209, -0.360, -1.096], [-0.946, -2.877, 2.321], [-0.287, -3.830, 4.469]]}

=====

Entry 3:
{"formula": "C3H9N2S", "method": "ωB97M-V with the def2-TZVPD basis set", "charge": -1, "e_above_lowest_kj_mol": 82.2, "fmax_ev_per_a": 2.2, "homo_energy_ha": -0.092, "energy_ha": -627.40920, "elements": ["C", "S", "H", "H", "H", "C", "N", "C", "N", "H", "H", "H", "H", "H", "H"], "xyz": [[1.888, 1.489, 0.562], [1.915, 0.421, -0.915], [2.061, 2.457, 0.241], [0.952, 1.449, 1.061], [2.724, 1.160, 1.175], [-0.551, -2.025, -0.118], [-1.777, -1.216, -0.056], [-1.559, 0.105, 0.271], [-2.382, 0.761, 1.044], [-0.642, -2.923, -0.715], [0.259, -1.428, -0.543], [-0.201, -2.308, 0.891], [-2.612, -1.572, 0.400], [-0.556, 0.424, -0.107], [-2.176, 1.772, 1.033]]}

=====

Entry 4:
{"formula": "C3H17AgCl2O8", "method": "ωB97M-V with the def2-TZVPD basis set", "s2": 2.0073, "spin_multiplicity": 3, "fmax_ev_per_a": 4.0, "homo_energy_ha": [-0.279, -0.404], "energy_ha": -1793.60955, "elements": ["Ag", "C", "C", "O", "O", "H", "H", "H", "O", "H", "H", "O", "H", "H", "O", "H", "H", "O", "H", "H", "O", "H", "H", "O", "H", "H", "C", "Cl", "Cl", "H", "H"], "xyz": [[-2.965, 1.161, 2.320], [0.671, -0.540, -0.165], [-0.206, 0.627, 0.355], [0.222, 1.771, 0.191], [-1.280, 0.288, 0.882], [1.288, -0.272, -1.023], [0.140, -1.487, -0.261], [1.359, -0.525, 0.680], [0.813, 3.844, 2.210], [0.989, 3.173, 2.870], [0.611, 3.351, 1.415], [-0.462, -1.590, 3.307], [0.483, -1.710, 3.209], [-0.741, -1.194, 2.482], [3.100, 1.854, 0.312], [2.182, 1.792, 0.048], [3.418, 0.951, 0.288], [-0.263, 1.350, -3.118], [0.278, 1.468, -2.337], [-1.149, 1.221, -2.780], [-2.760, 0.877, -1.893], [-3.614, 1.072, -1.508], [-2.158, 0.863, -1.148], [2.229, -1.677, 2.774], [2.982, -1.290, 2.328], [2.398, -2.619, 2.756], [-1.486, -2.423, -2.909], [-0.894, -3.946, -3.451], [-2.151, -2.549, -1.261], [-0.705, -1.671, -3.022], [-2.330, -2.169, -3.549]]}

=====

Entry 5:
{"formula": "CH3N3S", "method": "ωB97M-V with the def2-TZVPD basis set", "e_above_lowest_kj_mol": 39.5, "smiles": "N#[N+][S-].C=N", "fmax_ev_per_a": 5.9, "homo_energy_ha": -0.344, "energy_ha": -602.27988, "elements": ["N", "N", "S", "C", "N", "H", "H", "H"], "xyz": [[1.467, 0.322, 1.317], [1.821, -0.581, 0.723], [2.016, -1.880, 0.015], [-1.087, 0.566, -0.031], [-0.811, -0.385, -0.783], [-1.358, 1.597, -0.522], [-0.990, 0.628, 1.051], [-1.058, -0.268, -1.769]]}